1.
Computed, not measured: a cluster of 7 separate species, C4H23N3O7 in total in a non-equilibrium geometry, with the ωB97M-V functional and the def2-TZVPD basis.

HOMO-LUMO gap (eV): 9.165
Energy (Ha): -857.1547
SMILES: NCCCNC(N)=O.O.O.O.O.O.O
HOMO (eV): -9.0
Max |F| (eV Å⁻¹): 2.3
LUMO level (eV): 0.19

Geometry as XYZ:
```
37
Properties=species:S:1:pos:R:3:forces:R:3:nbo_charge:R:1
H -1.5986 1.5583 -1.5458 0.7 0.7 0.7 0.372
O -1.4222 -1.8455 3.3548 0.5 -0.4 0.2 -0.945
H 0.5294 -0.9019 -0.0530 0.2 0.4 -0.4 0.424
H 3.3265 0.0967 -2.4354 -0.5 -0.4 0.0 0.476
C 0.7065 0.5728 1.3200 1.5 0.1 -1.5 0.795
O 3.3713 0.6705 -1.6757 0.5 0.7 0.4 -0.976
H -2.9284 -0.6291 -0.8437 -0.5 -0.9 0.1 0.211
O 1.8300 0.8561 0.9099 0.3 -0.9 0.8 -0.689
H 2.7012 2.8873 -0.0723 0.2 -0.5 0.5 0.494
H -1.8588 0.6676 0.6700 0.6 -0.1 -0.5 0.199
H 1.9923 3.1290 1.3328 0.6 -0.6 0.2 0.469
H 2.5044 -2.0617 -1.1487 0.2 -0.2 0.1 0.480
H -1.0283 3.4260 -1.3752 -0.1 0.0 0.1 0.479
H 0.1167 1.0632 -1.4948 -0.3 0.8 0.7 0.387
H 1.2198 -2.9395 -1.2712 0.2 -0.1 0.0 0.500
C -1.4390 -0.3451 0.5216 -0.2 -0.6 0.7 -0.234
H 0.0544 -3.1116 0.6873 -0.4 -0.1 0.4 0.483
O 0.0048 -3.8811 0.1171 0.4 -0.1 -0.6 -0.971
H -1.8969 -0.4659 -2.9265 -0.6 0.3 -0.1 0.192
H -0.8159 -1.4732 2.7004 0.1 0.1 0.2 0.471
O -1.5209 3.6460 -0.5702 0.4 0.2 -0.1 -0.956
H -0.7918 1.5214 2.3159 -0.2 -0.3 0.1 0.399
H -0.9221 4.2662 -0.1318 -0.1 -0.1 0.0 0.479
H -1.8808 -0.8987 1.3644 -0.3 0.0 -0.6 0.201
H 2.7076 0.4684 -1.0030 -0.1 -0.3 -0.2 0.494
O 1.6737 -2.1575 -1.6186 -0.4 0.3 0.0 -0.972
H -0.8432 -2.3413 3.9570 -0.3 0.3 -0.2 0.472
N 0.0140 -0.4111 0.6586 -1.0 0.5 1.3 -0.690
H -0.4179 -0.9948 -2.2987 0.2 0.6 -0.1 0.201
N 0.1600 1.2030 2.4125 -0.8 -0.2 0.0 -0.846
H -0.6126 -4.5298 0.4637 0.0 0.3 0.3 0.494
O 1.9997 3.3251 0.4062 -0.9 1.9 -1.0 -0.960
C -1.2607 -0.3298 -2.0635 1.6 -0.9 0.5 -0.231
H 0.7415 1.9012 2.8422 0.2 0.0 -0.2 0.395
C -1.8904 -0.9488 -0.7991 -0.5 0.8 -0.2 -0.438
N -0.8093 1.0382 -1.8806 -0.7 -1.2 -1.8 -0.876
H -1.7161 -2.0306 -0.8265 -0.6 0.1 0.2 0.217
```
Positions in Å, forces in eV/Å.



2.
Computed, not measured: a cluster of 13 separate species, C4H24BO20 in total in a non-equilibrium geometry, with the ωB97M-V functional and the def2-TZVPD basis.

HOMO-LUMO gap (eV): 9.555
Energy (Ha): -1696.8367
HOMO (eV): -7.8
Max |F| (eV Å⁻¹): 1.7
Total charge: -1
LUMO level (eV): 1.74

Geometry as XYZ:
```
49
Properties=species:S:1:pos:R:3:forces:R:3:nbo_charge:R:1
O -0.0075 0.5381 3.5728 0.2 0.3 0.1 -0.954
H -1.6451 3.3525 2.3731 0.1 -0.2 0.0 0.491
O 1.8649 -1.8054 0.3828 -0.1 0.1 -0.2 -0.625
H 0.4622 0.2651 2.7763 -0.2 0.0 0.0 0.481
O -4.8886 1.2006 -0.6187 -0.3 0.4 -0.2 -0.956
H -3.2814 -1.4261 -1.1567 -1.5 0.0 0.9 0.474
H 5.5047 2.0314 -0.3363 -0.1 0.1 0.1 0.494
H 6.8731 -2.6067 -0.6584 -0.1 0.0 0.0 0.461
O -4.1043 -1.4048 -0.5848 0.3 -0.5 -0.7 -1.017
O 3.7274 0.8315 -4.1204 0.0 -0.1 -0.1 -0.943
H 4.1934 0.1993 -3.5624 0.0 0.1 0.1 0.476
C -1.0730 -0.1250 0.1602 -0.6 1.2 0.4 0.694
H 5.8382 -1.5533 -0.2802 -0.1 -0.1 -0.2 0.490
B 1.0693 -0.7181 -0.2345 0.1 -0.4 0.4 1.156
O -4.4332 0.9637 2.8170 -0.3 0.3 -0.2 -0.956
H -3.8519 1.6400 2.4362 0.3 -0.3 0.1 0.489
O -3.2623 -1.6478 2.1925 0.1 -0.1 -0.1 -0.987
O -2.5011 2.8639 -1.2512 0.0 0.1 0.1 -0.962
O 0.1135 -0.1691 0.7441 0.2 -0.2 -0.7 -0.664
H -3.2315 -1.5997 1.2209 -0.5 0.0 0.3 0.486
O 6.3911 -1.8557 -1.0153 0.2 0.1 0.0 -0.957
H -3.8534 -0.9201 2.4375 0.3 -0.1 -0.1 0.483
C -1.0274 -0.9262 -1.1504 0.9 -0.3 0.5 0.723
H 3.5818 -3.4301 3.5512 0.0 0.0 0.0 0.461
H -3.1313 3.5722 2.6385 0.1 0.1 0.0 0.477
H 4.0102 -3.4350 2.0830 0.0 -0.1 0.1 0.492
O -1.9615 -1.2357 -1.8396 1.2 0.1 -0.9 -0.582
H -4.4771 1.2085 0.2518 0.2 -0.3 0.0 0.477
H -0.8287 0.9131 3.2374 -0.1 -0.2 -0.1 0.471
H -4.1420 1.2820 -1.2267 0.1 0.3 0.1 0.490
O 4.0582 -2.2112 0.6341 -0.1 0.3 0.0 -0.598
H -4.6215 -0.6784 -0.9648 0.0 -0.2 0.5 0.480
H -2.5384 -1.1217 -4.5448 0.0 -0.1 0.0 0.480
H 6.0609 2.3724 1.0386 0.0 0.0 0.0 0.460
H 2.7960 0.6696 -3.9416 0.0 0.0 0.0 0.468
H -5.3087 1.1615 2.4654 0.0 -0.1 0.1 0.469
H -1.6129 3.1590 -1.4733 0.0 0.0 0.0 0.470
H -3.8113 -0.9576 -5.3688 0.0 0.0 0.0 0.465
O -2.5192 3.0323 2.1246 -0.2 0.2 0.1 -0.956
O 4.1172 -3.9177 2.9193 0.0 0.0 0.0 -0.966
O 5.7820 2.7778 0.2133 0.1 0.0 0.0 -0.957
C 3.2654 -0.1193 -0.3500 0.2 -0.4 -0.9 0.692
O 2.0517 0.2844 -0.6827 0.0 0.0 0.2 -0.645
O 0.2427 -1.2235 -1.3474 -0.3 0.1 -0.3 -0.628
O -2.9068 -1.2790 -5.4220 0.0 0.1 0.0 -0.945
C 3.1390 -1.5158 0.2880 0.0 -0.1 0.4 0.697
H -2.4410 2.5972 -0.3230 0.0 0.0 0.0 0.492
O 4.3045 0.4053 -0.6277 0.0 0.2 0.3 -0.574
O -1.9864 0.5614 0.5233 0.0 -0.3 0.0 -0.569
```
Positions in Å, forces in eV/Å.



3.
Computed, not measured: a cluster of 10 separate species, C4H24O10 in total in a non-equilibrium geometry, with the ωB97M-V functional and the def2-TZVPD basis.

HOMO-LUMO gap (eV): 8.898
Energy (Ha): -919.1384
SMILES: C=CC(=C)O.O.O.O.O.O.O.O.O.O
HOMO (eV): -8.8
Max |F| (eV Å⁻¹): 3.2
LUMO level (eV): 0.13

Geometry as XYZ:
```
38
Properties=species:S:1:pos:R:3:forces:R:3:nbo_charge:R:1
O -1.2262 -3.1358 0.8495 -0.6 -1.4 0.2 -0.741
O -1.9069 1.1534 -3.2690 -0.4 0.3 0.3 -0.965
H -0.2009 -0.3028 2.0047 0.2 -0.7 -0.6 0.481
O 1.6960 3.2604 0.2672 -0.7 -0.2 0.5 -0.962
H -1.5261 1.9400 1.7860 2.0 1.1 -1.5 0.475
H -3.8610 0.7752 -0.8563 -0.1 -0.1 0.4 0.482
H 4.0403 0.3386 0.0090 0.2 0.2 0.0 0.476
H 1.3589 -0.3796 2.7802 0.0 -0.3 0.3 0.478
H -2.4483 -1.9648 -1.9659 0.0 0.0 -0.1 0.190
H 4.6459 -0.9329 0.5459 0.0 -0.1 -0.1 0.476
H 1.5310 3.1937 1.2151 0.4 0.2 0.2 0.478
O -2.9285 0.9898 -0.7712 -0.3 0.5 -0.5 -0.986
H -2.6938 1.2584 -1.6832 0.1 -0.4 0.3 0.500
H -1.9633 0.6379 -4.0708 0.3 0.0 -0.2 0.493
O 4.0262 2.4505 -0.9319 0.9 -0.1 0.0 -0.964
H 3.4661 2.9631 -0.3343 -0.4 -0.2 -0.1 0.502
H -1.0376 1.5418 -3.1646 0.3 -0.2 -0.3 0.494
C -1.2623 -2.5142 -0.3644 -0.2 -0.5 0.4 0.256
H -0.0300 -2.4192 -3.0760 -0.5 0.0 0.3 0.198
O 1.9041 0.3710 2.5402 0.2 0.4 -0.2 -0.968
C 0.5233 -2.2394 -2.1634 0.9 -0.5 -0.3 -0.363
O -0.3258 0.8165 -0.1198 0.4 0.8 0.5 -1.004
H 3.5486 1.6501 -1.1528 -0.4 0.2 -0.2 0.455
H -0.9421 -2.7499 1.6794 0.3 1.2 -0.3 0.522
H 2.5189 0.0472 1.8712 0.0 -0.1 -0.1 0.482
H -3.3943 -2.3286 -0.4542 0.1 -0.6 0.3 0.214
C -2.4392 -2.3510 -0.9552 0.2 1.1 -0.7 -0.432
H 0.7406 -2.0777 -0.0697 0.7 -0.3 -0.3 0.206
O -0.6202 -0.9525 2.6031 0.1 1.6 -0.1 -0.977
C 0.0945 -2.2933 -0.9148 -0.9 0.5 0.5 -0.265
H -2.2876 2.4162 3.0705 0.4 0.4 -0.1 0.482
H -0.3241 -0.1397 -0.2167 -0.2 -0.1 -0.3 0.491
O 3.9110 -0.6155 0.0097 -0.1 0.0 0.3 -0.955
O -2.1954 1.7591 2.3852 -2.3 -1.6 1.7 -0.954
H 1.0016 2.6552 -0.0324 0.2 -0.2 -0.5 0.496
H -1.2604 1.0740 -0.0640 -0.2 -0.5 -0.3 0.502
H 1.5957 -2.1968 -2.3282 0.0 0.5 0.0 0.207
H -1.1422 -0.2419 3.0215 -0.6 -0.8 0.5 0.499
```
Positions in Å, forces in eV/Å.



4.
Computed, not measured: a cluster of 9 separate species, C4H24O11 in total in a non-equilibrium geometry, with the ωB97M-V functional and the def2-TZVPD basis.

HOMO-LUMO gap (eV): 10.235
Energy (Ha): -994.4280
SMILES: O=C(O)CCCO.O.O.O.O.O.O.O.O
HOMO (eV): -10.1
Max |F| (eV Å⁻¹): 2.9
LUMO level (eV): 0.11

Geometry as XYZ:
```
39
Properties=species:S:1:pos:R:3:forces:R:3:nbo_charge:R:1
H 2.4760 -0.2778 1.4369 0.8 0.3 0.5 0.488
H 0.1332 2.8790 0.9057 0.4 0.0 0.0 0.492
O 0.4777 -1.3906 1.1201 -0.1 0.4 0.8 -0.811
H 0.0144 0.4178 -2.4263 -0.2 -0.5 1.0 0.279
H -0.4069 -1.2894 1.6031 1.2 -0.3 -0.2 0.506
H 2.3442 -0.6824 -0.6797 -0.2 0.2 -0.7 0.226
H -2.3623 0.7656 -0.7900 -0.1 0.6 0.6 0.493
H -2.0710 -0.1339 1.7701 -0.8 0.8 -0.6 0.507
C 1.7681 1.3772 -2.2972 0.1 -0.7 0.6 0.814
H 1.1902 1.0850 2.7383 0.8 -0.1 -0.1 0.497
O 2.0298 1.7462 -0.9993 -0.1 -0.4 0.3 -0.747
C 1.3222 -0.8121 -1.0813 0.2 -0.3 1.2 -0.454
H -1.5299 1.8598 1.0772 -0.6 0.0 -0.1 0.507
H 3.7851 -0.2492 2.2763 -0.1 -0.1 0.0 0.480
H -2.5814 -0.5815 -1.3796 -0.1 0.0 -0.2 0.456
H -0.6302 -0.4520 -0.1578 -0.3 0.9 -0.9 0.182
O 1.9989 2.0591 -3.2380 0.3 0.5 -0.6 -0.567
O -0.9395 -3.3997 -0.1768 -1.8 -1.7 -1.3 -1.048
H 2.5826 2.5254 -0.8237 -0.2 -0.1 -1.0 0.511
H 1.3233 -1.9099 -1.2811 -0.7 0.7 0.3 0.230
H -3.0360 1.9910 1.1889 0.0 -0.3 -0.2 0.490
C 0.4134 -0.3716 0.0909 -0.3 -2.9 0.4 -0.082
H -0.1212 -2.2663 -2.7254 -0.7 0.7 -0.2 0.499
O -2.4158 0.3321 -1.6431 0.0 -0.7 -0.7 -0.966
C 1.0399 0.0163 -2.3062 -0.3 1.4 -1.9 -0.562
O -0.7036 3.1321 1.2953 0.1 1.5 0.8 -0.935
O 3.1627 0.3236 1.8168 -1.0 -0.4 -0.4 -0.967
H 1.0432 -0.4793 -3.3322 1.1 0.5 1.3 0.245
H -2.5816 -1.6147 1.9755 -0.3 0.0 -0.3 0.497
H -0.4879 3.3372 2.2397 -0.1 -0.5 -1.2 0.512
O 0.4526 1.6514 2.9677 -0.8 -1.3 1.3 -0.981
H 0.6844 0.5461 0.5786 0.1 0.7 -0.5 0.175
H -0.4354 -2.8181 0.3635 1.1 1.0 -0.1 0.483
H -0.9407 -3.2999 -1.1850 0.7 0.3 2.1 0.491
H -1.7736 -2.5435 -2.8118 1.8 0.3 -0.1 0.504
O -0.8518 -2.8880 -2.7003 -1.3 -0.8 -0.6 -0.945
O -2.3741 1.3573 0.8750 -0.1 0.0 0.5 -1.013
H -0.0913 1.0316 3.5182 0.5 0.9 -0.6 0.485
O -1.9076 -0.9742 2.1971 0.8 -0.7 1.0 -0.976
```
Positions in Å, forces in eV/Å.



5.
Computed, not measured: a cluster of 8 separate species, C4H25N2O8S in total in a non-equilibrium geometry, with the ωB97M-V functional and the def2-TZVPD basis.

HOMO-LUMO gap (eV): 9.004
Energy (Ha): -1276.8047
HOMO (eV): -11.5
Max |F| (eV Å⁻¹): 2.5
Total charge: +1
LUMO level (eV): -2.55

Geometry as XYZ:
```
40
Properties=species:S:1:pos:R:3:forces:R:3:nbo_charge:R:1
H 0.2491 -1.6453 0.3699 -0.6 0.1 0.4 0.460
H 1.2408 -0.3171 0.5656 0.3 -0.7 0.0 0.466
H 3.7718 -0.6213 -0.8873 0.8 0.2 -0.7 0.516
C -1.9939 2.0848 2.3783 0.0 1.6 0.0 -0.447
H 3.9984 -1.1784 2.0939 0.0 -0.2 0.0 0.487
C -0.5066 0.4632 0.3837 -0.5 0.1 -0.5 -0.195
H 1.1492 2.7499 -2.8284 0.3 0.1 -0.1 0.473
H 0.6851 -0.7061 -0.9112 -0.5 -0.1 -0.2 0.471
O -0.9211 -3.5402 -0.8999 0.0 0.3 0.0 -0.998
H 2.0701 -2.9043 0.0575 0.8 -0.5 0.8 0.527
O 1.4026 1.2274 1.5522 0.2 0.1 -0.2 -0.667
H -0.0882 0.9787 -1.6810 -0.1 -0.3 0.0 0.237
H -0.8181 -2.0238 -2.2201 -0.1 -0.3 0.2 0.511
H -0.2117 -3.6387 -0.2395 -0.1 -0.3 -0.4 0.497
H -1.2937 -4.4061 -1.0835 0.0 -0.1 0.1 0.492
H -1.4950 0.0775 0.5885 0.0 0.0 0.5 0.281
N -0.5454 2.1531 2.2011 -0.7 -0.2 -0.3 -0.574
C 0.1823 1.3263 1.4590 0.1 -1.0 0.4 0.678
S -2.4162 1.4764 -1.3189 0.3 1.3 -0.5 -0.034
H -2.3801 3.1084 2.3466 0.1 0.0 0.1 0.221
O 3.3708 -0.9203 1.4093 0.4 0.2 -0.1 -0.977
H -0.0740 -1.3364 -3.3570 -0.1 0.1 -0.1 0.486
H -2.5045 1.6344 1.5346 0.1 -0.6 0.2 0.241
H -0.1124 2.3500 -0.7259 -1.1 0.1 0.2 0.287
O -0.4930 -1.1586 -2.5081 0.2 -0.1 -0.3 -0.986
H 1.7273 3.6876 -1.7307 0.2 -0.1 -0.2 0.480
O 1.3224 -3.1347 0.6118 -1.7 0.2 -0.5 -1.003
H 1.3882 -3.6400 1.4209 1.2 0.0 -0.1 0.523
O -3.7585 -0.3269 0.7356 1.2 -0.8 0.3 -0.960
N 0.3935 -0.6827 0.0705 1.8 1.7 0.4 -0.742
H -3.9656 -0.1062 1.6416 -0.7 0.1 0.0 0.481
H -4.4556 -0.1038 0.1325 -0.7 0.4 0.1 0.490
H -0.0462 2.8054 2.7826 0.2 -0.1 0.1 0.418
H 3.4066 0.0459 1.4450 -0.3 0.0 0.0 0.497
O 0.9251 3.4353 -2.1957 -0.2 0.3 0.1 -0.940
H 3.2353 -0.1587 -2.4327 1.3 -0.2 0.1 0.503
H -2.2238 1.7163 3.3763 -0.2 -0.5 -0.2 0.210
H -2.6696 0.2288 -1.7762 0.7 0.2 0.2 0.145
O 3.0915 -0.3938 -1.5205 -2.3 -0.1 0.7 -1.015
C -0.6367 1.3937 -0.8406 -0.4 -1.0 -0.6 -0.540
```
Positions in Å, forces in eV/Å.



6.
Computed, not measured: a cluster of 9 separate species, C4H25NO8 in total in a non-equilibrium geometry, with the ωB97M-V functional and the def2-TZVPD basis.

HOMO-LUMO gap (eV): 9.608
Energy (Ha): -824.0568
SMILES: C/C=C/CN.O.O.O.O.O.O.O.O
HOMO (eV): -9.1
Max |F| (eV Å⁻¹): 7.0
LUMO level (eV): 0.46

Geometry as XYZ:
```
38
Properties=species:S:1:pos:R:3:forces:R:3:nbo_charge:R:1
H -1.6224 0.8575 2.8529 -0.2 1.4 2.2 0.369
O -3.5098 0.3938 -0.1645 1.6 -1.1 -1.0 -0.977
C 0.5927 -0.6040 -2.1602 -2.0 -0.1 -2.1 -0.678
H 0.1563 1.3013 1.4972 -0.5 -0.9 0.1 0.207
O 0.4499 -3.0874 0.7357 0.2 0.2 0.4 -0.974
H -1.5954 0.5652 -2.5159 0.2 0.0 -0.1 0.481
H 0.7666 0.1847 -2.9665 -0.1 -1.0 1.0 0.211
C -0.3205 -0.2782 0.0939 1.6 1.3 1.2 -0.263
H 1.5107 0.5984 -0.5836 -1.3 -0.9 -0.1 0.200
H -4.3118 0.7919 0.0598 -1.9 1.0 0.7 0.480
O -2.1682 1.3064 -2.2967 -0.2 0.0 -0.1 -0.974
O 2.4635 -1.5501 1.6197 -1.8 -0.1 0.6 -0.982
H 0.5109 -0.3217 2.0836 -0.6 0.1 0.1 0.204
O -0.9820 2.7346 -0.3627 -0.1 0.6 -1.4 -0.992
H 3.2825 -1.9606 1.4756 1.8 -0.8 -0.3 0.478
N -1.6206 0.2649 2.0954 1.0 -0.5 -2.5 -0.866
H -0.3654 -1.2066 -2.4160 1.4 1.2 0.5 0.235
H 2.5758 -0.6115 1.4382 0.4 0.7 -0.2 0.512
H -1.3560 2.3462 -1.2143 0.4 0.2 0.8 0.517
O 1.6152 2.9379 0.1390 1.1 0.0 0.7 -0.986
H -1.1489 -0.8616 -0.1399 -1.5 -1.1 -0.5 0.197
O -0.2982 -3.4137 -1.8308 -1.6 6.2 0.1 -0.969
H 2.5830 1.6724 0.7420 -0.1 0.2 -0.1 0.511
H -1.3991 2.2231 0.3113 -0.5 -0.5 0.8 0.468
H -0.1238 -4.2535 -1.9475 1.3 -6.8 -1.2 0.451
H 3.4745 1.4532 1.9300 0.9 1.0 1.9 0.474
H -0.0082 -3.2413 -0.9354 0.3 0.3 0.9 0.491
H 1.3343 -1.3643 -2.2197 0.9 -0.5 -0.4 0.241
H 1.9461 3.4267 -0.6005 0.5 0.5 -0.6 0.479
O 3.1412 1.0079 1.1937 -0.7 -1.0 -1.7 -0.987
H 1.2396 -2.5265 0.9491 -0.3 -0.3 -0.1 0.509
H -1.9246 -0.6451 2.3719 -0.1 -0.6 0.3 0.367
H -0.2681 -2.5726 1.1211 0.0 -0.2 -0.1 0.462
C -0.2432 0.2494 1.5101 0.1 0.5 -0.2 -0.278
C 0.6112 -0.0541 -0.8073 1.1 1.2 0.3 -0.139
H -2.7614 0.9328 -1.6062 0.1 0.1 -0.2 0.504
H 0.6793 2.8733 -0.0440 -1.5 -0.2 -0.2 0.513
H -2.9058 0.4312 0.5915 0.1 0.1 0.6 0.503
```
Positions in Å, forces in eV/Å.